No. 1
127
Properties=species:S:1:pos:R:3:forces:R:3 method="wB97M-V/def2-TZVPD" charge=-1 energy_ev=-115749.071
C 3.306 2.066 3.540 -0.8150 1.0952 -0.1310
C 2.195 1.677 3.193 -0.3153 0.3478 -1.3959
C 0.803 1.308 2.527 1.3303 0.6736 2.8623
P 0.858 -0.098 1.194 0.9813 1.7665 0.8123
C 2.015 -1.003 2.458 1.1277 -0.5935 2.0241
C 1.731 -1.542 3.702 0.2111 0.3546 -0.9131
C 1.129 -1.664 0.086 1.5581 -3.2472 -0.2212
C 2.595 -2.047 -0.299 -0.4270 1.6952 -0.3347
C 3.793 -2.026 -0.571 -0.0210 -1.1740 0.6931
C 2.338 0.873 0.388 1.4510 -0.1194 -2.1139
O 1.987 2.295 0.192 1.3008 -0.6766 0.5500
C 3.156 3.108 0.072 -1.5116 1.8504 0.2575
C 2.708 4.381 -0.812 1.4321 -1.2425 -1.2560
O 3.137 5.634 -0.250 -1.7228 -0.1964 -0.4020
C 2.067 6.367 0.361 0.4837 0.9596 1.7093
C 2.438 6.563 1.922 -1.2983 0.4045 -0.4132
C -0.763 -0.945 1.783 -1.4844 -1.8814 -0.6770
C -2.143 -0.260 2.019 -2.0340 -0.6297 2.1395
C -2.330 1.015 2.926 1.0086 0.1318 0.8537
O -3.010 -0.152 0.816 0.2307 0.3470 0.6415
C -4.381 -0.201 1.130 -1.3912 0.2439 -0.8113
C -5.188 1.051 0.564 -1.6517 2.0075 -1.0180
C -4.532 2.368 0.380 -1.2035 -0.0180 -0.3459
C -5.192 3.600 -0.137 -1.4434 -2.8407 0.4012
C -6.637 3.521 -0.476 1.6988 -2.2021 1.0850
C -7.353 2.215 -0.266 2.1739 0.3951 0.2741
C -6.657 0.980 0.232 1.3818 2.5790 -0.2509
B -0.118 0.908 -0.163 -1.5712 1.9336 -1.9850
C -0.003 0.691 -1.792 0.0927 -0.7082 -0.1770
O -1.028 2.008 0.097 0.3781 -1.3313 0.1367
H 4.125 2.790 3.776 -1.0972 -1.5763 -0.2138
H 0.288 0.833 3.429 0.0986 0.8465 -1.2739
H 0.358 2.286 2.220 0.1205 -0.7907 0.4052
H 3.129 -1.037 2.209 -1.6156 -1.2518 -0.5763
H 2.151 -2.558 3.974 0.3769 1.7484 0.4008
H 1.121 -0.965 4.468 -0.3374 -1.4315 -1.2602
H 0.409 -1.796 -0.765 0.9317 0.3757 0.5070
H 0.878 -2.543 0.782 0.1196 1.1770 -0.7555
H 4.887 -2.259 -0.604 -1.8027 0.5667 -0.1818
H 2.528 0.579 -0.704 -0.2116 -0.2810 1.4196
H 3.331 0.719 0.890 -0.8880 0.5704 -0.1266
H 3.386 3.541 1.099 0.2586 -0.7681 -1.1241
H 4.030 2.586 -0.408 -0.8739 0.3471 0.5745
H 1.615 4.346 -1.091 1.0326 0.0345 0.7337
H 3.279 4.264 -1.795 -0.7548 0.3647 1.0552
H 1.967 7.421 -0.064 0.3037 -1.3781 0.0613
H 1.053 5.883 0.276 1.1749 0.1456 -0.0878
H 2.567 7.664 2.139 0.1029 -1.1728 -0.1647
H 1.528 6.238 2.522 1.3757 0.1775 -0.4424
H 3.365 5.996 2.207 -1.0715 0.4874 -0.3404
H -1.061 -1.596 0.876 0.4529 0.8492 1.0249
H -0.632 -1.769 2.573 -0.0262 1.7679 -0.9971
H -2.741 -1.046 2.616 1.0500 0.9328 -0.6290
H -3.400 1.250 3.194 0.8806 -0.4421 -0.5522
H -1.845 1.960 2.561 -0.4609 -1.0491 0.0505
H -1.823 0.774 3.920 -0.6384 0.2825 -1.2155
H -4.803 -1.160 0.672 0.2333 1.2119 0.4319
H -4.653 -0.237 2.225 0.7384 -0.0252 -0.8456
H -3.446 2.445 0.658 -1.1631 -0.2206 -0.3331
H -4.550 4.525 -0.252 -1.0618 -1.1595 0.1598
H -7.157 4.436 -0.871 0.3821 -1.2218 0.4959
H -8.450 2.218 -0.528 1.3965 -0.2965 0.4124
H -7.235 0.018 0.380 0.7618 1.3249 -0.2852
H 0.056 1.669 -2.353 -0.0883 -0.8508 0.6286
H 0.882 0.061 -2.093 -0.9055 0.6205 0.1938
H -0.928 0.139 -2.163 0.9172 0.5677 0.3706
H -1.662 2.099 -0.637 0.6563 0.0023 0.2127
C 6.614 -4.637 2.438 0.5612 -0.5743 -0.1988
C 5.137 -4.392 2.391 -0.5099 -0.1076 0.3484
O 4.996 -3.133 3.017 0.6754 -0.1201 -0.5626
C 6.163 -2.471 2.770 -0.0210 1.1890 0.2747
O 6.311 -1.300 2.906 0.0795 -0.5447 -0.0102
O 7.142 -3.321 2.337 -0.3954 0.1698 0.0369
F 4.466 -5.317 3.125 -0.1549 -0.0973 -0.0407
H 6.937 -5.087 3.381 -0.2095 -0.0222 0.0001
H 6.960 -5.262 1.616 0.0803 0.2027 0.0119
H 4.721 -4.349 1.380 -0.1867 -0.0445 0.1200
C -5.000 -3.146 4.886 -0.4698 0.6102 0.3311
C -4.514 -4.562 4.981 -0.1722 -0.4278 -0.4163
O -3.436 -4.593 4.069 -0.1345 0.4184 0.5360
C -2.931 -3.321 4.052 1.1101 0.5198 -0.5403
O -1.869 -3.028 3.612 -0.7861 -0.5792 0.4908
O -3.802 -2.432 4.611 0.1303 -0.5227 -0.0470
F -5.463 -5.434 4.558 -0.0377 -0.1854 0.1008
H -5.708 -2.999 4.067 0.0386 -0.2548 -0.0098
H -5.458 -2.800 5.813 0.1948 0.1144 -0.0455
H -4.163 -4.852 5.974 -0.1121 -0.1405 -0.0569
C 10.392 -5.994 0.456 -0.4292 0.2123 -0.7755
C 11.564 -6.718 1.047 0.5602 0.3237 0.0870
O 11.356 -6.582 2.438 -0.5490 -0.2837 -0.3836
C 10.003 -6.493 2.601 -0.6452 0.0692 0.9494
O 9.444 -6.636 3.640 0.2300 0.1135 -0.4611
O 9.373 -6.227 1.422 0.4723 -0.2148 0.3469
F 12.730 -6.108 0.722 0.1367 -0.1326 -0.0256
H 10.565 -4.920 0.361 0.2112 -0.0893 0.0971
H 10.106 -6.390 -0.519 -0.1703 -0.0375 0.1654
H 11.618 -7.778 0.786 0.1710 0.0645 -0.0122
C -1.765 -3.922 -2.237 -0.5205 0.6679 0.4126
C -1.290 -5.340 -2.145 -0.1714 -0.3718 -0.3157
O -0.213 -5.377 -3.057 -0.0435 0.3699 0.5034
C 0.301 -4.108 -3.072 0.9821 0.7139 -0.4208
O 1.367 -3.825 -3.512 -0.5213 -0.2028 0.0624
O -0.562 -3.214 -2.512 0.1882 -0.6835 -0.2449
F -2.247 -6.206 -2.570 -0.0457 -0.2149 0.0699
H -2.472 -3.767 -3.056 0.0419 -0.2488 -0.0133
H -2.220 -3.574 -1.309 0.2192 0.1406 -0.0335
H -0.941 -5.635 -1.152 -0.1156 -0.1275 -0.0575
C -4.682 4.806 -3.528 -0.1855 -0.9385 0.4320
C -4.596 6.262 -3.191 0.6059 0.1604 0.3479
O -4.341 6.866 -4.445 -0.6404 -0.3882 -0.2090
C -4.920 6.052 -5.371 -0.1752 0.1156 -0.9844
O -5.142 6.376 -6.502 0.2056 -0.3303 0.7552
O -5.224 4.830 -4.848 0.1543 0.8952 -0.2962
F -3.550 6.513 -2.370 -0.0820 0.1511 0.0823
H -3.704 4.319 -3.547 0.0420 0.2243 0.0723
H -5.332 4.259 -2.846 -0.0558 -0.0348 -0.2317
H -5.510 6.680 -2.761 0.1329 0.0852 0.0776
C -4.218 3.428 -7.896 0.3361 0.8401 0.4824
C -5.395 2.872 -8.637 0.0323 0.0385 -0.5927
O -5.094 1.494 -8.729 -0.0111 0.2474 0.6314
C -4.331 1.210 -7.631 0.4887 -0.8948 0.4863
O -4.117 0.110 -7.232 -0.0919 0.4586 -0.2419
O -3.853 2.344 -7.047 -0.3963 -0.4458 -0.3915
F -5.469 3.383 -9.891 -0.1889 0.0083 -0.0922
H -3.380 3.668 -8.555 -0.1891 -0.0996 -0.1831
H -4.472 4.313 -7.314 0.0382 -0.2268 0.0266
H -6.352 3.007 -8.127 -0.0197 0.0528 -0.1716

---

No. 2
109
Properties=species:S:1:pos:R:3:forces:R:3 method="wB97M-V/def2-TZVPD" spin_multiplicity=3 s2=2.032 relative_energy_kj_mol=207.10 charge=+1 energy_ev=-68264.242
Mo 0.505 0.198 0.181 0.2010 -0.0772 0.5488
C -2.098 1.411 -2.388 0.1394 -0.1059 -0.0656
C -1.351 2.372 -1.530 -0.0188 -0.1184 0.1377
C -1.610 3.736 -1.437 -0.0506 0.0011 -0.0414
C -0.801 4.203 -0.425 -0.0276 0.0206 0.0944
C -0.716 5.592 0.110 0.0054 0.0065 -0.0124
N -0.085 3.168 0.053 0.1045 0.0022 -0.1559
N -0.403 2.028 -0.653 -0.1927 0.1896 -0.1047
B 0.677 3.204 1.399 0.0819 -0.1406 0.1837
N 2.092 2.618 1.212 -0.0911 0.1513 -0.3208
N 2.329 1.642 0.262 -0.0552 0.0867 0.0083
C 3.616 1.806 -0.103 0.0500 -0.0322 0.0757
C 4.350 1.180 -1.234 0.0609 -0.0626 0.0245
C 4.206 2.817 0.656 0.0257 -0.0484 -0.0403
C 3.212 3.326 1.450 -0.0660 -0.0433 0.1428
C 3.297 4.470 2.401 0.0161 0.0261 0.0021
N -0.143 2.464 2.487 -0.2964 0.2438 -0.1416
N -1.050 1.549 2.054 0.2467 -0.1173 -0.0039
C -1.932 1.395 3.035 0.0079 0.0169 0.0851
C -3.132 0.513 2.929 0.0130 -0.0026 0.0309
C -1.584 2.203 4.129 -0.0535 -0.0646 0.0042
C -0.452 2.882 3.737 0.1066 -0.0110 -0.0704
C 0.339 3.902 4.481 -0.0158 0.0257 0.0183
H -3.168 1.584 -2.265 -0.0002 -0.0156 0.0023
H -1.879 0.380 -2.120 0.0524 -0.0001 -0.0911
H -1.863 1.562 -3.439 0.0046 0.0032 -0.0928
H -2.314 4.306 -2.019 0.0168 -0.0049 -0.0108
H -1.348 6.244 -0.489 0.0001 -0.0037 -0.0063
H 0.305 5.971 0.072 -0.0005 -0.0009 0.0046
H -1.055 5.642 1.145 -0.0028 0.0005 -0.0044
H 0.794 4.341 1.733 0.0320 -0.0189 0.0165
H 3.690 0.991 -2.065 -0.0350 -0.0240 -0.1103
H 4.865 0.259 -0.962 -0.0421 -0.0366 0.0011
H 5.100 1.898 -1.568 0.0240 -0.0400 0.0230
H 5.224 3.160 0.579 -0.0183 0.0030 -0.0107
H 4.339 4.757 2.521 0.0021 -0.0011 -0.0114
H 2.898 4.212 3.380 0.0294 0.0193 -0.0386
H 2.743 5.335 2.035 0.0050 -0.0092 -0.0002
H -3.424 0.389 1.892 -0.0295 0.0300 0.0326
H -3.969 0.968 3.459 0.0166 -0.0190 0.0396
H -2.960 -0.472 3.372 0.0249 -0.0262 -0.0535
H -2.105 2.302 5.067 -0.0094 0.0057 -0.0199
H -0.068 4.023 5.483 -0.0180 0.0092 -0.0117
H 0.316 4.871 3.980 0.0210 -0.0168 -0.0049
H 1.383 3.602 4.580 -0.0390 -0.0163 0.0313
C 0.435 -1.036 3.078 0.0193 -0.0226 0.0257
N 1.499 -0.591 2.143 -0.0048 -0.0450 -0.0622
C 2.409 0.277 2.926 -0.0470 0.0419 -0.0540
C 2.299 -1.770 1.722 0.0250 0.0190 0.0310
C 1.401 -2.660 0.943 0.0213 -0.0467 -0.0374
C 1.363 -4.037 1.148 0.0393 0.0232 0.0007
C 0.469 -4.819 0.442 -0.0203 -0.0004 -0.0170
C -0.388 -4.209 -0.469 -0.0499 -0.0175 0.0377
C -0.347 -2.841 -0.656 -0.0384 -0.0023 0.0777
C 0.539 -2.018 0.057 -0.0846 0.0664 -0.0373
H 0.893 -1.585 3.908 -0.0006 -0.0157 -0.0112
H -0.269 -1.688 2.568 -0.0217 0.0132 -0.0155
H -0.085 -0.166 3.467 0.0397 -0.0257 0.0219
H 2.791 -0.304 3.771 0.0017 0.0171 0.0113
H 1.867 1.139 3.301 -0.0100 0.0222 -0.0077
H 3.243 0.600 2.309 0.0109 0.0046 0.0078
H 2.721 -2.263 2.604 -0.0115 -0.0018 0.0090
H 3.126 -1.393 1.114 0.0026 -0.0095 -0.0112
H 2.037 -4.489 1.867 -0.0031 -0.0027 -0.0057
H 0.446 -5.891 0.585 -0.0022 0.0073 -0.0001
H -1.067 -4.810 -1.062 0.0047 0.0029 0.0064
H -0.988 -2.410 -1.417 -0.0007 -0.0113 0.0120
N -1.520 -0.478 0.161 0.0737 -0.0575 0.0574
C -2.552 -0.996 0.192 -0.0619 0.0548 -0.1953
N -3.713 -1.572 0.223 -0.0230 -0.0536 -0.0351
C -3.864 -2.966 0.682 0.0066 0.0197 -0.0853
C -4.998 -3.042 1.692 0.0063 -0.0025 0.0251
C -6.278 -2.441 1.115 0.0001 -0.0011 -0.0082
C -6.049 -0.998 0.668 0.0010 0.0068 0.0072
C -4.911 -0.920 -0.337 0.0194 -0.0202 0.0338
H -2.910 -3.300 1.085 0.0132 0.0189 0.0411
H -4.088 -3.583 -0.194 -0.0064 -0.0122 0.0102
H -4.710 -2.497 2.596 0.0101 -0.0079 0.0013
H -5.149 -4.084 1.974 -0.0084 0.0024 -0.0093
H -7.078 -2.480 1.855 0.0021 -0.0006 0.0012
H -6.610 -3.040 0.260 0.0013 -0.0003 0.0049
H -5.803 -0.378 1.534 -0.0120 0.0033 -0.0067
H -6.950 -0.583 0.215 0.0017 -0.0102 -0.0040
H -4.654 0.108 -0.592 0.0051 0.0081 0.0255
H -5.175 -1.445 -1.261 -0.0096 0.0200 -0.0059
C 1.686 -5.333 -3.539 -0.0162 0.0007 -0.0110
C 0.876 -4.358 -4.108 0.0027 -0.0202 0.0092
C 0.899 -3.062 -3.616 -0.0434 0.0072 0.0127
C 1.706 -2.711 -2.530 -0.0472 0.0258 -0.0791
C 2.529 -3.699 -1.991 0.0750 -0.0021 -0.0329
C 2.523 -4.997 -2.487 0.0032 0.0236 0.0046
Si 1.813 -0.942 -1.850 -0.0140 -0.0779 -0.1423
C 1.938 -0.039 -3.515 0.1146 0.0172 0.0166
C 3.153 0.033 -4.207 -0.0045 -0.0069 0.0295
C 3.217 0.507 -5.509 0.0063 -0.0096 0.0138
C 2.060 0.902 -6.166 -0.0100 -0.0078 -0.0061
C 0.840 0.787 -5.521 -0.0118 -0.0078 -0.0147
C 0.790 0.313 -4.216 -0.0498 0.1157 0.0063
H 1.678 -6.343 -3.929 -0.0018 0.0028 0.0010
H 0.239 -4.605 -4.949 0.0043 0.0011 0.0054
H 0.279 -2.314 -4.098 0.0099 0.0124 0.0081
H 3.196 -3.456 -1.172 -0.0132 0.0037 -0.0038
H 3.177 -5.743 -2.053 -0.0009 0.0039 -0.0029
H 3.146 -1.024 -1.215 0.0178 0.0129 0.0913
H 4.068 -0.312 -3.739 0.0202 0.0251 0.0364
H 4.172 0.555 -6.017 -0.0038 0.0007 0.0057
H 2.109 1.274 -7.182 0.0021 -0.0023 0.0048
H -0.075 1.053 -6.037 0.0126 0.0018 0.0092
H -0.173 0.176 -3.751 -0.1664 0.1114 0.1143